Record 1
A structure of composition C2H2AgFO at a distorted geometry. Source: the OMol25 dataset; level of theory: wB97M-V/def2-TZVPD.

XYZ file:
```
7
Properties=species:S:1:pos:R:3:mulliken_charge:R:1
H 3.03158 1.70905 -0.43908 -0.15
C -0.44206 -0.44984 0.24797 0.58
C -1.66414 -0.21525 -0.18423 -0.34
O 0.63109 -0.75092 0.60637 -0.29
H -2.12301 -0.82887 -0.95720 0.28
F -2.40698 0.75643 0.37635 -0.22
Ag 2.97352 -0.22061 0.34981 0.13
```

Summary:
E_tot (eV): -10865.738
2S+1: 1
Relative energy (zero: lowest compared OMol25 entry of this formula, charge and spin) (eV): 2.715
LUMO level (eV): -0.600
Strongest force on any atom (hartree/bohr): 0.0448
E_HOMO (hartree): -0.29541
Kohn-Sham gap (eV): 7.44

=====

Record 2
A cluster of 2 separate species, C4H8O3 in total. Source: the OMol25 dataset; level of theory: wB97M-V/def2-TZVPD.

XYZ file:
```
15
Properties=species:S:1:pos:R:3:mulliken_charge:R:1
O 0.33487 -1.85654 -0.67063 -0.44
C -0.43518 -1.38056 0.08157 0.81
C -1.46980 -1.00942 0.82310 -0.54
O -2.49631 -1.92422 1.02757 -0.51
H -1.48769 -0.07470 1.36567 0.39
H -2.87495 -2.13421 0.16702 0.30
C 1.87532 0.48078 0.26065 -0.71
O 0.49223 0.75554 0.33286 -0.34
C -0.04181 1.37111 -0.82054 -0.71
H 2.12057 -0.12210 1.13936 0.24
H 2.46119 1.40851 0.27909 0.28
H 2.12594 -0.09879 -0.63895 0.34
H 0.40733 2.35794 -0.98957 0.32
H -1.11511 1.48437 -0.64541 0.24
H 0.10340 0.74229 -1.71179 0.32
```

Summary:
E_tot (eV): -10417.544
2S+1: 1
Relative energy (zero: lowest compared OMol25 entry of this formula, charge and spin) (eV): 3.460
LUMO level (eV): 0.687
Strongest force on any atom (hartree/bohr): 0.0180
E_HOMO (hartree): -0.30790
Kohn-Sham gap (eV): 9.07
Structure (SMILES): O=C=CO.COC

=====

Record 3
A structure of composition C27H25IN7O4PtS at a distorted geometry. Source: the OMol25 dataset; level of theory: wB97M-V/def2-TZVPD.

XYZ file:
```
66
Properties=species:S:1:pos:R:3:mulliken_charge:R:1
Pt 1.61042 -0.17855 0.75288 0.65
N 6.73252 -2.65755 -4.19792 -0.33
C 6.41022 -2.16975 -3.00272 1.20
C 6.08032 -0.79475 -2.84882 -0.71
C 5.72012 -0.30655 -1.61712 -0.55
C 5.66682 -1.16695 -0.52232 -0.08
C 5.98982 -2.51665 -0.64352 -0.40
C 6.37972 -3.01645 -1.86132 -0.72
S 5.13942 -0.54395 1.07168 1.23
O 5.93982 0.52815 1.53198 -0.57
O 4.83302 -1.66355 1.90248 -0.63
N 3.61842 0.09685 0.61928 -0.23
C 3.46872 1.42135 0.57758 0.72
N 4.41312 2.32835 0.43618 -0.48
C 4.10122 3.60055 0.50818 -0.16
C 2.78082 4.02325 0.67208 -0.87
C 1.80922 3.03335 0.72948 0.16
N 2.13932 1.75025 0.67268 -0.37
H 6.76182 -2.06055 -5.01282 0.26
H 6.98412 -3.63185 -4.31262 0.26
H 6.14152 -0.14415 -3.70782 0.37
H 5.50492 0.74005 -1.46782 0.55
H 5.97192 -3.14285 0.23488 0.59
H 6.68582 -4.04655 -1.96332 0.38
H 4.93092 4.28895 0.40578 0.49
H 2.52502 5.06735 0.73508 0.41
H 0.75902 3.27985 0.81828 0.48
C -8.66968 -0.61455 1.45058 -0.87
O -7.28088 -0.35895 1.32458 -0.39
C -6.81928 0.88095 1.26308 1.06
C -7.60148 2.04175 1.26338 -0.49
C -7.01328 3.28465 1.30638 -0.71
C -5.61128 3.41085 1.33998 -0.77
C -4.81108 2.29665 1.26528 -0.20
C -5.37508 1.00965 1.20828 0.19
N -4.61438 -0.10555 1.16578 -0.02
C -3.22778 -0.15085 0.99958 -1.08
C -2.56398 0.33305 -0.13032 0.90
C -3.26588 0.80565 -1.26102 -0.38
C -2.61388 1.28705 -2.38352 -0.63
C -1.22258 1.30675 -2.43402 -1.11
C -0.48978 0.82455 -1.36032 -0.31
C -1.10808 0.33005 -0.20002 1.00
O -0.42688 -0.17845 0.79648 -1.10
H -9.07438 -0.15205 2.35438 0.41
H -8.76438 -1.69575 1.51828 0.27
H -9.22588 -0.25615 0.58028 0.40
H -8.67708 1.96835 1.24798 0.48
H -7.62748 4.17275 1.33588 0.43
H -5.16778 4.38905 1.43288 0.44
H -3.73668 2.37925 1.28868 0.59
H -5.09638 -0.98445 1.35188 0.28
H -2.67448 -0.62385 1.79978 0.59
H -4.34258 0.76815 -1.24962 0.55
H -3.18508 1.64345 -3.22412 0.46
H -0.71448 1.67755 -3.30912 0.46
H 0.60062 0.79495 -1.41142 0.40
I 2.76392 -6.14945 1.58378 0.19
C 1.76962 -4.33815 1.26708 -1.05
C 0.40222 -4.12875 1.13628 0.03
N 0.23622 -2.82085 0.92418 0.16
N 1.41282 -2.17155 0.90928 -0.12
C 2.36142 -3.07475 1.12038 0.09
H -0.41358 -4.82615 1.16668 0.50
H -0.62638 -2.29465 0.82888 0.22
H 3.39712 -2.79805 1.22338 0.49
```

Summary:
E_tot (eV): -69178.696
2S+1: 5
⟨S²⟩: 6.08
LUMO level (alpha / beta) (eV): -6.945 / -11.133
Strongest force on any atom (hartree/bohr): 0.0572
E_HOMO (alpha / beta) (hartree): -0.55341 / -0.55336
Net charge: +3
Kohn-Sham gap (alpha / beta) (eV): 8.11 / 3.92

=====

Record 4
A structure of composition C14H17I2MnNO4STl at a distorted geometry. Source: the OMol25 dataset; level of theory: wB97M-V/def2-TZVPD.

XYZ file:
```
41
Properties=species:S:1:pos:R:3:mulliken_charge:R:1
I -3.01917 1.11713 -2.80294 0.12
I -4.06660 -0.88040 -1.00374 0.13
Mn -0.50627 -0.86713 1.16930 0.29
Tl 0.41265 1.29494 -0.89682 1.32
S -0.51202 -1.15288 -1.03157 -0.02
C 2.57331 0.82170 -2.19834 0.06
C 1.40468 3.36955 -0.39593 0.07
C 0.74637 -2.27963 -1.97496 0.94
C -0.02177 -3.59398 -1.87107 -1.46
C 2.12209 -2.36104 -1.34468 -1.12
C 0.84608 -1.81370 -3.42082 -1.33
C -0.57076 -0.77428 2.98525 0.41
C 0.29770 -2.52333 1.47364 0.73
O 1.96596 4.30347 -0.04327 0.04
O 3.50709 0.96645 -2.85106 -0.02
O -0.62657 -0.67236 4.14674 -0.11
O 0.66746 -3.60077 1.75357 -0.11
H 0.48444 -4.39298 -2.42046 0.49
H -1.02640 -3.43986 -2.28238 0.48
H -0.12388 -3.88691 -0.82074 0.37
H 2.69142 -3.14021 -1.88193 0.48
H 2.06042 -2.64754 -0.28999 0.28
H 2.67918 -1.41637 -1.42492 0.21
H 1.37511 -2.57948 -4.00626 0.48
H 1.39626 -0.87398 -3.54457 0.29
H -0.14924 -1.68648 -3.85552 0.40
C -3.31690 1.93496 0.78457 -0.54
C -2.02714 2.14043 1.47529 0.15
C -1.78052 3.19069 2.39955 -0.59
C -0.41553 3.08356 2.87882 -0.78
C 0.13409 2.01340 2.20381 0.41
C 1.50890 1.54110 2.29823 -1.33
N -0.85740 1.36033 1.45598 0.42
H -3.39306 2.25952 -0.24919 0.10
H -4.07308 2.51779 1.30706 0.45
H -3.65458 0.91240 0.79273 -0.01
H -2.56218 3.85923 2.68074 0.60
H 0.13226 3.66360 3.72093 0.49
H 2.22787 2.34543 2.13662 0.44
H 1.65315 1.14606 3.30795 0.47
H 1.81659 0.74154 1.64037 0.31
```

Summary:
E_tot (eV): -87472.961
2S+1: 5
⟨S²⟩: 6.07
LUMO level (alpha / beta) (eV): -16.796 / -16.924
Strongest force on any atom (hartree/bohr): 0.1860
E_HOMO (alpha / beta) (hartree): -0.77494 / -0.77551
Net charge: +4
Kohn-Sham gap (alpha / beta) (eV): 4.29 / 4.18

=====

Record 5
A structure of composition C9H14F5LiNO4S at a distorted geometry. Source: the OMol25 dataset; level of theory: wB97M-V/def2-TZVPD.

XYZ file:
```
35
Properties=species:S:1:pos:R:3:mulliken_charge:R:1
C 3.74778 -1.33408 0.63222 -0.82
C 3.41410 -0.04569 1.42284 0.70
O 2.88788 -0.14361 2.47785 -0.49
O 3.67961 1.21042 0.92079 -0.38
C 3.02911 1.44422 -0.33233 -0.91
C 1.47151 1.35012 -0.27395 -0.22
C 0.98866 0.50615 -1.49740 -0.55
C -0.50026 0.76936 -1.88902 -0.68
C -1.41558 -0.45874 -1.53207 -1.13
N -1.77675 -0.32611 -0.08176 0.47
C -3.15494 -0.10997 0.14658 -0.10
F -3.99522 -1.21010 -0.26944 -0.42
F -3.56833 0.94563 -0.60576 -0.26
C -3.45458 0.36300 1.67764 0.22
F -2.54468 1.24111 2.04404 -0.24
F -3.62416 -0.66043 2.51773 -0.19
S -1.11859 -1.55566 0.87854 1.25
O 0.13146 -1.98921 0.37904 -0.54
O -2.02101 -2.63342 1.09128 -0.62
F -0.84567 -0.88582 2.28647 -0.22
H 4.70424 -1.24710 0.09218 0.35
H 2.89276 -1.51449 -0.04408 0.11
H 3.75142 -2.14613 1.37466 0.33
H 3.31314 2.46834 -0.63570 0.36
H 3.43433 0.77143 -1.11947 0.41
H 1.08690 0.96476 0.68795 0.12
H 1.07031 2.37781 -0.37835 0.44
H 1.21997 -0.56705 -1.36888 0.04
H 1.59925 0.85703 -2.35497 0.65
H -0.57439 1.00902 -2.96211 0.37
H -0.91010 1.62962 -1.32252 0.35
H -0.88740 -1.39039 -1.78239 0.64
H -2.29656 -0.41756 -2.20026 0.37
H -4.45061 0.93670 1.64745 0.61
Li -5.28360 -0.20915 0.37321 0.98
```

Summary:
E_tot (eV): -43859.451
2S+1: 1
Relative energy (zero: lowest compared OMol25 entry of this formula, charge and spin) (eV): 0.683
LUMO level (eV): -4.758
Strongest force on any atom (hartree/bohr): 0.0719
E_HOMO (hartree): -0.44629
Net charge: +1
Kohn-Sham gap (eV): 7.39

=====

Record 6
A cluster of 4 separate species, C18H43BO9P3S3 in total. Source: the OMol25 dataset; level of theory: wB97M-V/def2-TZVPD.

XYZ file:
```
77
Properties=species:S:1:pos:R:3:mulliken_charge:R:1
C 0.66010 2.01824 -0.67237 -1.06
C 1.68028 1.94199 0.47019 -0.78
P 2.76534 0.43690 0.64516 -0.06
C 2.76241 -0.22018 -1.07999 -0.25
C 3.97158 -1.10785 -1.38928 -1.19
B 1.83978 -1.03294 1.62680 -0.54
P 2.10820 -1.07431 3.58271 0.15
C 3.84211 -0.50847 3.79426 -1.07
C 1.21081 0.44080 4.21320 -0.68
P -0.01729 -1.32524 1.25158 1.01
O -0.44586 -1.86161 -0.07462 -0.85
O -0.63478 -2.29739 2.40937 -0.63
O -0.77347 0.06906 1.58071 -0.02
H 1.15705 2.16101 -1.63869 0.44
H -0.03382 2.86524 -0.55608 0.32
H 0.07480 1.10290 -0.72545 0.35
H 2.36357 2.79945 0.40289 0.57
H 1.15609 2.03066 1.42781 0.14
H 2.69228 0.63049 -1.77090 0.35
H 1.85411 -0.82297 -1.22030 0.21
H 3.91058 -1.46205 -2.42505 0.39
H 3.94492 -1.97325 -0.72214 0.15
H 4.92739 -0.59129 -1.23799 0.35
H 2.31317 -2.05400 1.18098 -0.38
H 3.97025 0.54520 3.52684 0.33
H 4.17228 -0.68319 4.82433 0.41
H 4.48646 -1.08886 3.12176 0.25
H 0.55019 0.18012 5.04862 0.33
H 1.92344 1.19223 4.57630 0.35
H 0.60426 0.89829 3.42816 -0.04
H -0.14244 -2.19163 3.23050 0.33
H -1.72812 0.03792 1.42983 0.32
C -3.94483 4.29027 1.04064 -0.73
C -5.05019 3.86363 2.02008 -0.64
C -5.52441 2.46891 1.59742 -0.73
S -4.10430 1.69254 0.79946 1.28
O -4.42472 1.46386 -0.58805 -0.66
O -3.61793 0.60275 1.60508 -0.80
C -3.00386 3.09898 0.92189 0.23
H -3.41424 5.17524 1.38820 0.36
H -4.37393 4.51887 0.06286 0.31
H -4.64377 3.82334 3.03244 0.31
H -5.88061 4.56864 2.02532 0.35
H -5.82323 1.83022 2.42489 0.35
H -6.31500 2.50358 0.85020 0.36
H -2.36434 3.09987 0.04062 -0.36
H -2.40084 2.95037 1.81813 0.33
C 2.13639 -6.56514 1.49970 -0.55
C 1.20181 -6.21208 0.33194 -0.75
C 1.76378 -4.95799 -0.34578 0.14
S 3.53972 -5.00333 -0.05332 1.08
O 3.90622 -3.90036 0.78869 -0.52
O 4.25749 -5.24642 -1.28175 -0.75
C 3.55885 -6.49348 0.94864 -0.80
H 1.91895 -7.55042 1.91223 0.36
H 2.01853 -5.83020 2.29872 0.29
H 1.17919 -7.04261 -0.37798 0.29
H 0.18251 -6.03548 0.67154 0.37
H 1.60719 -4.92878 -1.42063 0.42
H 1.40337 -4.03293 0.10887 -0.42
H 4.33110 -6.37431 1.70468 0.40
H 3.79430 -7.32831 0.28876 0.34
C -2.70313 1.78422 -4.17068 -0.75
C -2.08924 2.29809 -5.48226 -0.68
C -1.73457 3.77533 -5.27562 -0.72
S -1.41378 3.95467 -3.50474 1.29
O -2.41572 4.83340 -2.94497 -0.70
O -0.02112 4.26094 -3.30651 -0.68
C -1.78473 2.26364 -3.05693 0.34
H -2.78838 0.69899 -4.15864 0.38
H -3.70272 2.20114 -4.02927 0.33
H -1.18297 1.73031 -5.70161 0.31
H -2.76818 2.17517 -6.32608 0.36
H -0.83904 4.09301 -5.80340 0.35
H -2.56275 4.44179 -5.50996 0.36
H -2.23444 2.26177 -2.06796 -0.45
H -0.83806 1.72305 -3.03401 0.22
```

Summary:
E_tot (eV): -98843.781
2S+1: 1
LUMO level (eV): 2.103
Strongest force on any atom (hartree/bohr): 0.0101
E_HOMO (hartree): -0.13897
Net charge: -1
Kohn-Sham gap (eV): 5.88

=====

Record 7
A structure of composition C3H4CuLiO4 at a distorted geometry. Source: the OMol25 dataset; level of theory: wB97M-V/def2-TZVPD.

XYZ file:
```
13
Properties=species:S:1:pos:R:3:mulliken_charge:R:1
O -0.22268 -0.39434 0.80963 -0.31
C -0.87833 0.80822 1.00361 0.76
C 0.41600 -0.68824 -0.30845 0.56
O -1.68620 0.73049 1.94804 -0.62
O -0.54073 1.77545 0.33438 -0.57
C 1.73713 -0.74524 -0.57557 -0.83
Cu -2.79085 -0.20461 2.78742 1.67
H 2.12067 -1.57482 -1.16945 0.42
H 2.38471 -0.50006 0.26768 0.28
Li 0.02022 3.52347 0.33762 0.96
O -0.31776 -0.63863 -1.51453 -0.34
H -0.80000 -1.47067 -1.71454 0.46
H 0.55781 -0.62101 -2.20586 0.56
```

Summary:
E_tot (eV): -56173.984
2S+1: 2
⟨S²⟩: 0.75
LUMO level (alpha / beta) (eV): -14.205 / -17.612
Strongest force on any atom (hartree/bohr): 0.0941
E_HOMO (alpha / beta) (hartree): -0.81240 / -0.81160
Net charge: +3
Kohn-Sham gap (alpha / beta) (eV): 7.90 / 4.47

=====

- strongest force on any atom of number 2 (C4H8O3)?
  0.0180 hartree/bohr